1.
C41H112FN5O32P6 | ωB97M-V/def2-TZVPD

ORCA input file:
```
! wB97M-V def2-TZVPD RIJCOSX def2/J DEFGRID3
* xyz 0 1
O -6.096 -1.774 5.680
C -5.458 -1.382 4.668
O -4.427 -0.554 4.713
C -3.573 -0.778 3.573
C -4.542 -1.405 2.643
F -4.060 -2.516 2.038
O -5.559 -1.897 3.478
H -3.294 0.170 3.113
H -2.841 -1.555 3.795
H -4.766 -0.556 1.997
C 6.272 -0.380 1.290
O 5.749 0.879 1.941
P 4.135 0.909 2.153
O 3.435 0.872 0.892
O 3.825 -0.246 3.277
C 2.493 -0.902 3.475
O 3.975 2.297 3.055
C 4.745 2.478 4.214
H 7.345 -0.535 1.407
H 6.055 -0.385 0.222
H 5.738 -1.274 1.612
H 2.407 -1.943 3.164
H 1.639 -0.405 3.015
H 2.351 -0.874 4.555
H 5.743 2.044 4.265
H 4.217 2.268 5.144
H 4.909 3.548 4.340
C -6.462 7.160 -1.700
O -5.392 6.245 -2.032
P -5.080 5.027 -1.008
O -6.283 4.110 -0.897
O -3.683 4.414 -1.561
C -3.099 3.241 -1.033
O -4.634 5.708 0.332
C -3.664 6.699 0.417
H -7.053 7.257 -2.611
H -6.115 8.120 -1.318
H -7.114 6.992 -0.843
H -3.806 2.617 -0.486
H -2.294 3.524 -0.355
H -2.639 2.782 -1.908
H -4.144 7.658 0.610
H -3.263 6.821 -0.589
H -2.935 6.473 1.196
C -0.563 0.427 -2.273
O -1.020 0.846 -1.008
P -1.287 -0.093 0.276
O -2.517 -0.967 0.145
O 0.157 -0.913 0.579
C 0.064 -2.228 1.061
O -1.301 0.994 1.470
C -0.161 1.796 1.627
H -0.771 -0.627 -2.460
H 0.492 0.692 -2.338
H -1.187 0.910 -3.024
H -0.930 -2.376 1.483
H 1.002 -2.544 1.518
H 0.095 -2.965 0.258
H 0.450 1.911 0.732
H 0.434 1.268 2.372
H -0.444 2.746 2.082
C -2.338 -4.752 -1.253
O -1.726 -4.729 -2.539
P -2.668 -4.534 -3.825
O -2.040 -4.455 -5.140
O -3.649 -5.852 -3.766
C -4.220 -6.432 -4.918
O -3.721 -3.392 -3.408
C -3.366 -1.963 -3.388
H -2.448 -5.670 -0.676
H -3.378 -4.428 -1.294
H -1.806 -4.009 -0.659
H -5.211 -6.080 -5.204
H -4.407 -7.464 -4.622
H -3.628 -6.445 -5.833
H -3.896 -1.460 -2.579
H -3.320 -1.315 -4.263
H -2.342 -1.918 -3.017
C 0.741 -3.299 -4.563
O 1.230 -3.072 -3.337
P 2.139 -4.190 -2.707
O 3.471 -4.401 -3.382
O 1.093 -5.401 -2.518
C 1.082 -6.457 -3.509
O 2.388 -3.590 -1.140
C 3.244 -2.534 -0.872
H 1.462 -2.875 -5.263
H -0.065 -2.582 -4.717
H 0.286 -4.256 -4.818
H 1.706 -6.213 -4.368
H 0.039 -6.641 -3.766
H 1.386 -7.312 -2.905
H 2.766 -1.566 -1.026
H 4.047 -2.511 -1.608
H 3.788 -2.593 0.071
C 2.190 -6.658 7.199
O 2.573 -5.953 6.016
P 2.108 -6.383 4.499
O 2.985 -5.935 3.382
O 0.612 -5.940 4.490
C 0.283 -4.660 4.079
O 1.901 -7.992 4.685
C 1.402 -8.665 3.550
H 2.682 -7.595 7.461
H 1.109 -6.717 7.319
H 2.554 -5.889 7.880
H 0.614 -3.956 4.842
H -0.793 -4.690 4.253
H 0.504 -4.372 3.051
H 1.212 -9.699 3.837
H 2.167 -8.801 2.785
H 0.527 -8.202 3.093
C 2.179 8.067 1.035
O 2.781 6.800 1.276
C 2.229 5.805 0.429
C 2.906 4.466 0.673
C 4.492 4.410 0.468
N 2.674 3.475 -0.344
H 2.694 8.599 0.235
H 2.205 8.699 1.924
H 1.162 7.809 0.741
H 1.177 5.706 0.700
H 2.429 6.135 -0.590
H 2.752 4.079 1.680
H 4.794 4.479 -0.577
H 4.782 3.365 0.582
H 5.070 4.931 1.230
H 1.666 3.443 -0.304
H 3.026 2.629 0.082
C -0.508 -5.956 1.220
O -1.574 -5.920 2.108
C -2.388 -7.083 2.297
C -3.227 -7.006 3.641
C -4.469 -6.062 3.810
N -2.381 -6.807 4.758
H -0.709 -6.452 0.270
H 0.320 -6.533 1.632
H -0.144 -4.943 1.049
H -3.048 -6.911 1.448
H -1.868 -8.002 2.025
H -3.630 -8.010 3.774
H -5.014 -6.129 4.751
H -5.200 -6.244 3.023
H -4.205 -5.011 3.691
H -2.220 -5.810 4.770
H -1.493 -7.228 4.525
C -1.342 4.011 4.473
O 0.072 4.209 4.468
C 0.695 5.525 4.188
C 2.174 5.339 4.581
C 2.227 4.853 6.062
N 3.194 6.251 4.182
H -1.637 3.077 4.951
H -1.702 3.958 3.446
H -1.726 4.801 5.119
H 0.523 5.932 3.192
H 0.138 6.188 4.850
H 2.492 4.437 4.058
H 1.626 5.400 6.789
H 3.248 4.870 6.442
H 1.944 3.801 6.072
H 3.064 6.585 3.237
H 3.133 7.075 4.763
C 3.173 1.323 -7.225
O 1.810 1.420 -7.054
C 1.057 0.242 -7.470
C -0.381 0.515 -7.276
C -0.881 0.580 -5.837
N -1.222 -0.476 -7.901
H 3.768 0.767 -6.500
H 3.602 2.320 -7.325
H 3.335 0.976 -8.245
H 1.175 0.217 -8.553
H 1.379 -0.677 -6.979
H -0.493 1.466 -7.796
H -0.355 1.249 -5.155
H -0.706 -0.385 -5.362
H -1.935 0.848 -5.775
H -1.189 -0.318 -8.898
H -2.205 -0.464 -7.667
C 1.118 7.507 -4.958
O 0.500 6.261 -4.707
C 1.479 5.204 -4.558
C 0.812 4.092 -3.736
C 0.050 4.489 -2.513
N 1.736 3.042 -3.242
H 1.534 7.908 -4.034
H 0.615 8.332 -5.463
H 2.006 7.446 -5.588
H 1.838 4.964 -5.558
H 2.278 5.516 -3.884
H 0.145 3.587 -4.436
H -0.884 4.992 -2.761
H 0.597 5.249 -1.956
H -0.221 3.620 -1.914
H 2.068 2.535 -4.050
H 2.467 3.222 -2.569
*
```

The calculation puts the LUMO energy at 0.24 eV. The structure (SMILES) is O=C1OC[C@@H](F)O1.COP(=O)(OC)OC.COP(=O)(OC)OC.COP(=O)(OC)OC.COP(=O)(OC)OC.COP(=O)(OC)OC.COP(=O)(OC)OC.COC[C@H](C)N.COC[C@H](C)N.COC[C@H](C)N.COC[C@H](C)N.COC[C@H](C)N. Its total energy is -6458.990117 Eh.

=====

2.
C41H114N6O13 | ωB97M-V/def2-TZVPD

ORCA input file:
```
! wB97M-V def2-TZVPD RIJCOSX def2/J DEFGRID3
* xyz 0 1
C -2.734 -5.320 0.460
C -1.492 -4.861 1.186
C -1.027 -5.833 2.260
O -0.441 -4.679 0.229
H -3.226 -4.512 -0.087
H -3.513 -5.530 1.207
H -2.596 -6.192 -0.174
H -1.658 -3.879 1.636
H -1.738 -5.977 3.072
H -0.039 -5.522 2.606
H -0.843 -6.834 1.849
H -0.089 -5.528 -0.055
C -0.997 -2.096 4.740
C -1.578 -1.030 5.673
C -3.024 -0.763 5.274
O -1.497 -1.528 7.004
H -1.543 -3.045 4.803
H 0.025 -2.327 5.044
H -1.060 -1.866 3.673
H -0.964 -0.133 5.618
H -3.028 -0.368 4.250
H -3.517 0.025 5.843
H -3.604 -1.683 5.201
H -1.937 -2.384 7.005
C -6.435 -0.391 -1.042
C -5.809 -1.122 0.179
C -4.349 -1.439 -0.010
O -6.009 -0.264 1.297
H -7.466 -0.101 -0.866
H -6.236 -0.954 -1.955
H -5.860 0.539 -1.109
H -6.412 -2.003 0.409
H -3.767 -0.534 -0.201
H -4.214 -2.099 -0.869
H -3.988 -1.935 0.893
H -5.314 0.397 1.374
C 0.667 3.267 3.363
C 0.467 3.608 4.838
C 0.965 2.594 5.824
O 0.931 4.919 5.133
H 0.249 2.301 3.074
H 1.734 3.176 3.154
H 0.200 4.033 2.743
H -0.614 3.652 5.054
H 0.459 1.651 5.616
H 0.753 2.904 6.847
H 2.046 2.420 5.793
H 0.517 5.555 4.546
C -2.833 2.421 3.687
C -4.092 2.132 2.886
C -5.204 3.142 3.167
O -3.794 2.111 1.491
H -2.015 1.727 3.480
H -3.089 2.411 4.748
H -2.405 3.406 3.478
H -4.532 1.171 3.183
H -6.162 2.830 2.755
H -4.963 4.094 2.687
H -5.257 3.275 4.247
H -2.897 1.749 1.391
C 5.440 -8.344 -1.152
C 5.654 -6.981 -0.493
C 4.399 -6.654 0.311
O 4.616 -5.431 0.994
C 3.475 -4.617 1.022
N 6.826 -7.005 0.403
H 5.510 -9.175 -0.447
H 6.264 -8.571 -1.837
H 4.507 -8.368 -1.719
H 5.795 -6.186 -1.226
H 4.242 -7.458 1.039
H 3.585 -6.620 -0.417
H 2.913 -4.599 0.089
H 3.663 -3.605 1.390
H 2.770 -4.921 1.818
H 7.604 -7.399 -0.129
H 6.714 -7.782 1.057
C 0.651 -1.219 0.942
C -0.711 -1.005 0.268
C -0.766 0.419 -0.317
O -0.878 1.451 0.679
C -0.957 2.721 0.068
N -0.897 -1.974 -0.833
H 0.914 -2.276 1.016
H 0.716 -0.828 1.961
H 1.414 -0.665 0.402
H -1.541 -1.195 0.953
H -1.574 0.542 -1.044
H 0.212 0.636 -0.765
H -0.185 2.972 -0.665
H -0.885 3.465 0.864
H -1.954 2.892 -0.351
H -0.894 -2.859 -0.322
H -0.013 -1.996 -1.330
C 5.876 1.306 0.386
C 4.740 0.493 1.003
C 3.764 1.396 1.764
O 2.728 0.769 2.489
C 3.218 0.079 3.622
N 4.074 -0.183 -0.130
H 5.498 2.155 -0.180
H 6.469 0.715 -0.314
H 6.600 1.607 1.149
H 5.033 -0.249 1.755
H 3.341 2.123 1.061
H 4.307 2.023 2.487
H 3.554 -0.929 3.361
H 2.396 -0.089 4.322
H 3.976 0.648 4.166
H 4.642 -0.980 -0.385
H 3.135 -0.457 0.115
C 0.180 1.842 -4.901
C 0.231 0.329 -4.932
C -0.755 -0.381 -3.999
O -2.096 -0.086 -4.368
C -2.967 -1.109 -3.915
N 0.053 -0.054 -6.337
H 0.152 2.178 -3.855
H -0.739 2.274 -5.305
H 0.995 2.379 -5.384
H 1.243 0.034 -4.650
H -0.602 -0.080 -2.957
H -0.593 -1.464 -4.053
H -2.694 -2.014 -4.463
H -3.992 -0.892 -4.245
H -3.088 -1.134 -2.828
H -0.915 0.142 -6.595
H 0.033 -1.070 -6.438
C 2.350 -2.985 -2.109
C 3.149 -2.993 -3.393
C 3.512 -1.602 -3.900
O 3.763 -1.714 -5.288
C 4.095 -0.485 -5.877
N 4.283 -3.908 -3.249
H 2.012 -3.979 -1.831
H 1.510 -2.302 -2.093
H 3.069 -2.610 -1.367
H 2.470 -3.394 -4.157
H 4.396 -1.198 -3.387
H 2.716 -0.904 -3.614
H 4.285 -0.656 -6.938
H 5.046 -0.027 -5.565
H 3.313 0.263 -5.721
H 4.849 -3.529 -2.493
H 4.874 -3.941 -4.070
C 1.418 6.254 -3.151
C 0.151 6.890 -2.569
C 0.421 7.239 -1.083
O -0.716 7.775 -0.450
C -1.672 6.820 -0.037
N -0.235 8.099 -3.289
H 2.263 6.933 -3.251
H 1.178 5.834 -4.129
H 1.672 5.424 -2.488
H -0.671 6.169 -2.586
H 1.111 8.088 -1.087
H 0.889 6.397 -0.558
H -1.205 5.924 0.392
H -2.261 6.473 -0.890
H -2.344 7.194 0.731
H -0.868 8.622 -2.694
H 0.603 8.649 -3.440
C -5.057 4.162 -0.707
O -3.874 4.403 0.027
H -4.916 3.305 -1.374
H -5.911 3.911 -0.066
H -5.364 5.014 -1.312
H -3.694 3.589 0.531
C -2.949 2.933 -3.521
O -3.880 1.908 -3.209
H -3.021 3.687 -2.739
H -1.940 2.516 -3.431
H -2.957 3.235 -4.570
H -3.439 1.053 -3.276
*
```

The calculation puts the LUMO energy at 0.26 eV. Its total energy is -2936.968719 Eh. For the relative energy (zero: lowest compared OMol25 entry of this formula, charge and spin), the calculation gives 142.7 kJ/mol.

=====

no.,Kohn-Sham gap (eV)
1,9.1571
2,9.1217